Computed, not measured: a molecular structure, C21H34N2O2ReS, with ωB97M-V/def2-TZVPD.

Geometry as XYZ:
```
61
Properties=species:S:1:pos:R:3:forces:R:3
Re 0.024 -0.493 0.930 0.169 0.072 -0.041
S 2.112 -0.803 -0.245 0.037 0.027 0.015
O -1.843 -0.846 1.202 -0.090 0.133 -0.106
O -0.602 0.657 -0.765 -0.139 0.005 -0.074
N 1.131 0.744 -2.283 -0.074 0.047 -0.032
N 2.512 -0.950 -2.864 0.015 0.039 0.068
C -1.835 -2.974 2.350 -0.002 0.039 0.001
C -3.355 -1.101 3.033 0.011 -0.021 0.000
C -1.278 5.097 -2.873 -0.001 0.006 -0.007
C -0.387 2.581 -2.102 -0.031 0.056 -0.041
C 0.976 -0.336 2.551 0.100 -0.094 0.135
C 1.958 1.370 4.075 -0.001 -0.019 -0.046
C 0.293 3.292 -3.088 -0.021 -0.015 0.018
C 2.754 -3.415 -2.696 0.024 0.018 0.005
C -3.705 -2.261 0.843 0.040 0.035 0.005
C -1.515 3.137 -1.504 -0.009 -0.016 0.007
C 0.078 1.237 -1.663 0.196 -0.078 0.070
C -0.462 1.511 3.483 0.002 -0.053 0.021
C 0.702 0.553 3.752 -0.093 0.056 -0.034
C 2.298 -0.561 -4.261 -0.033 -0.004 -0.041
C -1.958 4.391 -1.891 -0.014 0.014 0.014
C -2.666 -1.791 1.859 -0.053 -0.153 0.124
C 1.847 -0.309 -1.893 -0.006 -0.028 -0.066
C -0.151 4.546 -3.471 0.004 0.004 0.000
C 3.431 -2.055 -2.600 -0.016 -0.058 0.002
C 0.367 -0.347 4.948 -0.003 -0.010 -0.010
C 0.956 -1.016 -4.819 0.006 -0.002 0.017
H 3.468 -4.206 -2.464 0.000 0.001 -0.003
H -0.221 2.183 2.655 -0.007 0.019 0.002
H 2.244 1.990 3.224 0.004 0.004 0.006
H -3.208 -2.733 -0.006 -0.007 0.001 -0.003
H -1.062 -2.629 3.039 -0.009 -0.021 -0.005
H 3.114 -1.001 -4.835 0.009 0.004 0.007
H -0.543 -0.919 4.761 0.006 0.006 0.010
H 1.957 -0.825 2.647 -0.036 -0.040 0.011
H -2.034 2.573 -0.740 0.006 0.000 -0.009
H -3.891 -0.219 2.681 0.003 0.006 0.007
H 1.781 2.023 4.933 0.002 0.003 0.010
H 0.855 -2.101 -4.771 -0.003 -0.001 -0.005
H 1.176 -1.055 5.139 0.002 0.001 0.009
H -2.621 -0.789 3.777 -0.016 -0.004 -0.008
H -1.625 6.077 -3.173 0.001 0.000 -0.001
H -4.393 -2.979 1.292 -0.003 -0.004 0.003
H 2.797 0.712 4.314 0.004 0.007 0.000
H -4.067 -1.774 3.514 -0.001 0.000 0.004
H -0.667 2.122 4.366 -0.004 0.010 -0.007
H 4.242 -1.976 -3.325 -0.004 0.007 -0.009
H 0.138 -0.565 -4.260 0.000 -0.007 -0.008
H -2.836 4.820 -1.425 0.001 -0.001 0.001
H 1.931 -3.475 -1.984 -0.005 -0.004 -0.001
H -1.372 0.966 3.225 0.027 0.036 0.003
H 2.365 -3.593 -3.699 -0.006 -0.006 0.000
H -2.462 -3.706 2.862 -0.010 0.000 -0.005
H 1.167 2.850 -3.544 0.005 -0.004 -0.001
H 0.380 5.097 -4.236 0.000 0.000 0.000
H 0.865 -0.710 -5.862 0.011 -0.002 -0.005
H 3.867 -1.918 -1.614 0.003 0.000 -0.012
H 0.218 0.254 5.849 -0.002 0.000 0.001
H -4.276 -1.407 0.476 -0.002 -0.005 -0.004
H -1.349 -3.467 1.505 0.010 -0.009 0.007
H 2.380 0.523 -4.329 0.003 0.005 0.000
```
Positions in Å, forces in eV/Å.

Properties
Highest occupied orbital energy (alpha / beta)   -7.30 / -7.74 eV
Frontier orbital gap (alpha / beta)   7.415 / 7.288 eV
Multiplicity   4
Expectation value of S²   3.836

These are the natural (NBO) partial charges, in e, on atoms 1 to 4: number 1, Re, carries 1.345; number 2, S, carries -0.207; number 3, O, carries -0.821; number 4, O, carries -0.737

=====

Computed, not measured: a molecular structure, C12H26BCsF4N5O4, with ωB97M-V/def2-TZVPD.

Geometry as XYZ:
```
53
Properties=species:S:1:pos:R:3:forces:R:3
Cs -0.439 0.079 1.245 0.018 0.069 0.165
F -0.338 2.774 0.032 -0.083 0.117 -0.119
F -2.523 2.101 0.084 -0.030 0.008 -0.009
F -2.013 4.351 0.252 0.011 -0.121 0.007
F -1.736 3.256 -1.743 0.004 -0.040 -0.195
O 0.523 -0.130 4.379 0.038 0.042 0.050
O 1.654 -1.833 1.184 -0.085 -0.017 -0.212
O 3.133 -2.686 2.634 -0.016 -0.057 -0.022
O -0.573 2.448 3.681 -0.045 0.002 -0.086
N 0.124 0.511 -4.018 0.019 -0.016 0.002
N 1.388 -4.144 -0.166 0.064 -0.151 0.040
N -0.433 -1.855 -3.837 0.008 0.001 -0.008
N -2.206 -0.196 -4.049 -0.014 0.004 0.020
N -0.917 -0.342 -1.989 0.009 -0.071 -0.004
C -1.757 -1.547 -4.386 0.010 0.012 0.023
C 1.939 -0.295 4.386 -0.043 -0.012 -0.084
C 2.387 -4.098 0.903 -0.076 -0.002 -0.172
C 2.385 -2.755 1.642 0.175 0.145 0.307
C 0.251 2.260 4.804 -0.055 0.062 -0.019
C 0.078 0.842 5.296 0.011 -0.053 0.028
C -0.496 -1.690 -2.379 0.080 0.016 -0.016
C 0.043 0.619 -2.556 0.038 0.019 0.015
C -2.231 -0.070 -2.585 -0.019 0.014 -0.020
C -1.214 0.758 -4.560 -0.005 0.004 -0.013
C -0.506 3.769 3.172 0.006 -0.017 0.023
C 0.510 -0.858 -4.356 -0.026 -0.002 -0.035
B -1.666 3.141 -0.355 0.074 0.046 0.257
H 0.497 -1.878 -1.964 -0.043 -0.006 -0.003
H -1.178 3.838 2.322 -0.001 0.008 0.004
H -0.036 2.953 5.609 0.011 0.003 -0.004
H 0.599 0.731 6.258 -0.003 -0.023 -0.005
H -0.987 0.660 5.460 0.009 -0.002 -0.012
H 1.734 -4.643 -0.975 0.001 0.057 -0.017
H -2.535 0.939 -2.316 -0.009 0.047 0.028
H 2.199 -1.056 3.652 0.015 -0.008 0.008
H -1.524 1.767 -4.285 0.004 0.009 0.008
H -1.718 -1.648 -5.473 0.004 0.000 -0.004
H 0.509 4.009 2.837 0.011 -0.012 0.001
H 2.281 -0.618 5.376 -0.034 0.018 0.031
H 3.417 -4.229 0.551 -0.031 -0.047 -0.065
H -2.960 -0.779 -2.185 0.013 -0.027 0.014
H 1.203 -3.182 -0.426 -0.022 0.003 0.037
H 2.207 -4.881 1.642 -0.015 0.000 0.021
H 1.032 0.418 -2.135 -0.008 -0.001 0.018
H -1.191 -2.425 -1.967 -0.014 0.006 0.001
H 1.500 -1.062 -3.941 0.006 0.003 0.011
H -2.477 -2.268 -3.993 0.000 0.001 0.006
H -0.265 1.627 -2.283 0.028 -0.015 -0.022
H 1.298 2.468 4.547 0.011 -0.002 0.009
H 0.559 -0.956 -5.444 0.000 0.001 0.003
H -1.174 0.677 -5.649 -0.010 -0.001 0.004
H 2.448 0.640 4.125 0.012 -0.005 0.005
H -0.804 4.492 3.941 -0.003 -0.007 0.000
```
Positions in Å, forces in eV/Å.

Properties
Highest occupied orbital energy   -5.62 eV
Charge   -1
Frontier orbital gap   7.777 eV
Multiplicity   1

These are the natural (NBO) partial charges, in e, on atoms 1 to 4: number 1, Cs, carries 0.965; number 2, F, carries -0.597; number 3, F, carries -0.588; number 4, F, carries -0.567

=====

Calculated values (kJ/mol) of relative energy (zero: lowest compared OMol25 entry of this formula, charge and spin) for the records, taken in order: 0.0, 9.8.